(1)
52
Properties=species:S:1:pos:R:3:forces:R:3 method="wB97M-V/def2-TZVPD" gap_ev=4.8 multiplicity=1 largest_force_ev_per_a=8.09 charge=+1
O -1.394 -0.322 1.186 -2.96 -1.69 -2.35
C -2.277 -0.830 0.472 1.32 1.12 1.69
O -3.649 -0.441 0.589 2.42 -0.87 -0.27
C -1.998 -1.949 -0.645 -1.38 0.87 0.35
C -2.597 -1.367 -2.029 0.05 -0.65 -0.36
C -1.561 -1.492 -3.265 -0.08 -1.54 1.49
N -1.799 -0.322 -4.189 0.92 2.20 -1.45
N -2.699 -0.593 -5.132 0.15 3.36 -1.49
C -2.973 0.421 -6.048 -0.18 1.46 -0.97
C -2.396 1.840 -6.233 2.29 -2.72 4.77
C -1.334 2.133 -5.105 -3.04 -3.64 -1.84
C -0.600 3.526 -5.120 1.81 1.24 -0.66
F -0.683 4.008 -6.476 -0.08 -1.24 2.59
F 0.800 3.464 -4.860 -3.43 -0.30 -0.44
C -1.332 4.687 -4.246 -0.81 1.40 0.10
F -0.404 5.544 -3.628 -1.94 -2.46 -0.91
F -2.301 4.140 -3.345 2.41 0.83 -1.47
C -1.174 0.945 -4.146 0.62 1.22 -1.30
S 0.050 1.291 -2.771 1.54 3.28 7.23
O -0.107 0.439 -1.561 0.29 0.24 -4.38
O -0.070 2.716 -2.270 0.24 -3.94 -3.78
F 1.616 1.090 -3.353 -3.52 0.02 0.33
H -3.743 0.165 1.358 0.42 -0.44 -0.58
H -2.640 -2.855 -0.337 1.24 1.30 -0.50
H -0.888 -2.217 -0.713 -1.69 0.60 0.37
H -3.500 -2.026 -2.300 1.21 1.35 0.30
H -2.924 -0.278 -1.950 0.39 -1.52 0.14
H -0.470 -1.583 -2.950 -1.53 0.68 -0.42
H -1.816 -2.487 -3.787 0.39 2.06 0.12
H -3.785 0.149 -6.818 1.46 0.15 1.46
H -2.683 2.590 -7.033 0.38 -1.27 1.11
H -1.939 5.343 -4.972 1.02 -1.12 1.04
C -0.206 1.552 4.892 -0.39 0.70 0.11
C 0.281 0.906 3.630 -0.34 0.14 -0.82
O 1.345 0.079 4.083 0.03 -0.10 0.65
C 1.117 -0.182 5.398 0.40 -0.56 0.50
O 1.729 -0.984 6.043 -0.47 0.63 -0.46
O 0.103 0.583 5.885 0.44 -0.42 -0.23
H -1.277 1.758 4.869 0.09 -0.12 0.18
H 0.329 2.478 5.122 -0.01 -0.07 0.01
H -0.480 0.277 3.161 0.15 0.10 0.09
H 0.638 1.634 2.900 0.13 -0.19 0.05
C 4.120 -3.040 5.909 -0.74 0.48 0.21
C 5.433 -2.544 5.385 0.24 0.71 -0.09
O 6.254 -3.703 5.427 -0.29 -0.42 0.02
C 5.425 -4.783 5.387 0.25 -1.02 -0.09
O 5.794 -5.912 5.239 -0.25 0.84 0.08
O 4.124 -4.413 5.536 0.66 -0.19 -0.16
H 3.271 -2.520 5.466 0.05 -0.24 0.10
H 4.050 -2.970 6.998 0.02 -0.01 -0.07
H 5.366 -2.195 4.349 -0.01 -0.04 0.04
H 5.853 -1.747 6.000 0.12 -0.19 -0.06

***

(2)
43
Properties=species:S:1:pos:R:3:forces:R:3 method="wB97M-V/def2-TZVPD" gap_ev=6.6 multiplicity=1 largest_force_ev_per_a=0.99 charge=+2
Zr -0.952 -0.402 0.674 0.57 -0.33 0.75
I 3.218 4.678 -1.191 0.21 0.15 -0.04
C 1.594 3.437 -0.921 -0.16 -0.08 0.03
C 0.803 3.581 0.217 -0.01 -0.06 -0.06
C -0.295 2.748 0.373 0.17 0.04 -0.09
I -1.322 2.560 2.169 -0.17 0.13 0.23
C -0.613 1.818 -0.603 -0.66 -0.48 0.13
O -1.702 0.965 -0.450 0.10 0.75 -0.40
C 0.254 1.578 -1.661 0.22 0.08 -0.17
C 0.054 0.268 -2.363 0.04 -0.18 0.14
N 0.291 -0.812 -1.327 0.17 0.17 0.03
C 1.744 -0.980 -1.045 -0.21 -0.05 -0.06
C 2.171 -0.375 0.261 -0.03 -0.05 0.05
C 3.502 -0.073 0.476 0.06 0.03 -0.03
C 3.905 0.390 1.714 0.11 0.03 0.02
C 2.959 0.539 2.719 0.04 0.02 0.04
C 1.654 0.230 2.437 -0.16 -0.01 -0.15
N 1.243 -0.218 1.227 0.28 -0.01 0.05
C 1.345 2.412 -1.837 -0.04 -0.06 0.04
H 1.057 4.313 0.971 -0.01 -0.01 -0.01
H 0.748 0.121 -3.190 0.02 0.09 -0.03
H -0.961 0.156 -2.734 -0.05 0.00 0.00
H -0.042 -1.694 -1.705 -0.12 -0.03 -0.06
H 2.337 -0.552 -1.852 0.03 0.00 -0.04
H 1.969 -2.047 -1.022 0.01 -0.03 0.05
H 4.214 -0.205 -0.328 0.00 0.00 0.02
H 4.944 0.632 1.897 -0.01 -0.01 -0.01
H 3.224 0.889 3.707 0.02 0.00 -0.02
H 0.889 0.346 3.189 -0.01 0.01 0.06
H 2.022 2.247 -2.666 0.00 0.03 0.02
C -3.873 -1.107 0.287 -0.23 0.02 0.00
C -3.019 -2.334 -0.002 0.18 -0.20 0.12
C -2.910 -2.637 -1.476 -0.02 -0.04 -0.21
O -1.666 -2.136 0.552 -0.58 0.00 -0.63
H -4.929 -1.376 0.294 0.01 -0.02 -0.07
H -3.754 -0.330 -0.469 0.06 0.05 0.01
H -3.692 -0.686 1.286 0.07 -0.05 0.03
H -3.427 -3.199 0.514 0.10 -0.04 0.16
H -2.518 -1.778 -2.032 0.00 0.04 0.05
H -3.898 -2.848 -1.888 0.01 -0.02 0.03
H -2.278 -3.504 -1.661 -0.01 -0.02 0.04
I -1.583 -1.109 3.753 0.00 0.21 -0.01
I -2.708 -3.504 3.708 0.01 -0.05 -0.02

***

(3)
42
Properties=species:S:1:pos:R:3:forces:R:3 method="wB97M-V/def2-TZVPD" gap_ev=9.0 multiplicity=1 largest_force_ev_per_a=1.01 charge=0
C 2.740 4.161 0.857 0.20 0.15 0.24
N 1.654 3.222 0.650 0.16 0.14 -0.03
C 1.145 2.575 1.731 0.03 -0.11 0.00
O 1.482 2.827 2.873 -0.11 0.01 0.19
C 0.180 1.487 1.441 -0.34 -0.55 0.32
C 0.211 0.528 0.467 0.13 0.22 0.15
C -0.847 -0.391 0.590 -0.08 -0.36 -0.29
S -1.104 -1.745 -0.533 0.05 0.21 0.66
O -2.503 -1.859 -0.816 -0.13 -0.14 0.20
O -0.192 -1.582 -1.631 0.14 0.06 0.22
N -0.681 -3.024 0.468 -0.43 0.74 -0.53
C -1.440 -4.248 0.293 -0.28 -0.42 -0.41
C -0.881 -5.063 -0.875 -0.27 0.03 0.16
O 0.494 -5.326 -0.692 0.04 -0.17 0.10
C 1.235 -4.128 -0.610 0.16 0.26 0.09
C 0.748 -3.259 0.555 0.54 -0.15 -0.18
C -1.660 -0.136 1.651 0.04 0.36 0.22
S -1.136 1.229 2.536 0.23 -0.30 -0.52
C 1.126 3.105 -0.655 -0.24 0.07 -0.46
C 1.969 2.870 -1.735 -0.04 0.00 0.22
C 1.445 2.755 -3.010 -0.02 0.01 -0.09
C 0.082 2.877 -3.219 0.01 -0.03 -0.09
C -0.758 3.134 -2.148 -0.03 0.00 0.03
C -0.241 3.258 -0.872 0.13 0.16 -0.05
H 2.782 4.390 1.921 0.05 0.02 -0.13
H 2.555 5.072 0.288 0.00 -0.03 -0.01
H 3.695 3.731 0.551 0.01 0.05 0.00
H 0.940 0.463 -0.319 0.16 0.08 -0.17
H -2.473 -3.961 0.104 -0.04 -0.24 0.08
H -1.372 -4.821 1.223 -0.01 0.07 -0.05
H -1.370 -6.036 -0.944 -0.05 0.10 -0.04
H -1.037 -4.501 -1.808 -0.01 -0.10 0.02
H 2.275 -4.424 -0.464 -0.03 0.10 -0.01
H 1.136 -3.556 -1.543 0.08 -0.12 0.10
H 1.247 -2.290 0.541 0.21 -0.07 0.12
H 0.946 -3.759 1.508 0.00 0.10 -0.05
H -2.536 -0.680 1.938 -0.24 -0.14 0.09
H 3.031 2.760 -1.574 0.12 -0.02 0.04
H 2.106 2.562 -3.842 0.05 -0.02 -0.07
H -0.324 2.778 -4.214 -0.04 -0.01 -0.10
H -1.819 3.245 -2.307 -0.10 0.01 -0.01
H -0.892 3.474 -0.038 -0.05 0.02 0.06

***

(4)
41
Properties=species:S:1:pos:R:3:forces:R:3 method="wB97M-V/def2-TZVPD" gap_ev=9.0 multiplicity=1 largest_force_ev_per_a=0.53 charge=+1
Sn -0.054 1.340 -1.569 0.06 0.37 -0.10
O -0.788 4.022 1.672 -0.07 -0.05 -0.05
C -0.895 3.259 0.729 0.12 -0.02 -0.01
N -0.012 3.066 -0.273 0.11 -0.26 -0.19
C 1.311 3.651 -0.106 -0.22 -0.11 -0.01
C 2.229 2.544 0.348 0.05 0.00 0.10
C 3.116 2.675 1.404 0.08 0.02 -0.07
C 3.860 1.575 1.797 -0.01 -0.02 -0.04
C 3.715 0.380 1.107 0.04 0.02 -0.02
C 2.812 0.330 0.063 0.09 0.06 -0.08
N 2.077 1.382 -0.300 -0.25 -0.11 0.15
C -2.110 2.369 0.601 -0.14 0.03 0.12
C -3.210 2.554 1.418 -0.03 0.04 0.00
C -4.297 1.706 1.273 0.05 -0.04 -0.04
C -4.244 0.696 0.321 0.00 0.02 -0.03
C -3.101 0.567 -0.443 0.03 -0.06 -0.03
N -2.058 1.388 -0.303 0.23 -0.20 -0.01
H 1.284 4.463 0.618 0.03 0.01 0.01
H 1.656 4.042 -1.066 0.07 0.06 0.04
H 3.202 3.625 1.914 -0.01 -0.01 0.01
H 4.540 1.643 2.636 0.01 0.02 -0.01
H 4.285 -0.498 1.376 0.00 0.00 -0.01
H 2.668 -0.573 -0.513 -0.03 -0.05 0.04
H -3.186 3.354 2.145 0.01 0.00 -0.01
H -5.174 1.825 1.895 0.00 0.02 0.00
H -5.073 0.020 0.169 0.01 -0.01 0.02
H -2.997 -0.212 -1.189 -0.04 0.00 0.01
O 0.086 -1.024 -0.939 -0.19 0.30 0.40
S 0.591 -2.197 -1.767 -0.11 -0.19 -0.01
C -0.872 -3.242 -2.104 0.13 -0.03 0.08
C -0.910 -4.319 -1.028 0.05 0.00 0.07
C 0.547 -4.705 -0.790 -0.07 -0.04 0.00
C 1.281 -3.391 -0.560 0.06 0.00 -0.19
H -0.736 -3.661 -3.101 0.00 0.02 0.00
H -1.732 -2.575 -2.102 0.03 0.07 -0.09
H -1.522 -5.166 -1.333 -0.01 0.02 -0.02
H -1.332 -3.906 -0.109 -0.04 -0.04 -0.01
H 0.949 -5.216 -1.668 0.00 -0.02 0.02
H 0.664 -5.374 0.062 0.04 0.03 0.01
H 2.358 -3.451 -0.707 -0.02 0.02 -0.01
H 1.069 -2.967 0.422 -0.07 0.09 -0.04

***

(5)
41
Properties=species:S:1:pos:R:3:forces:R:3 method="wB97M-V/def2-TZVPD" gap_ev=8.1 multiplicity=1 largest_force_ev_per_a=0.58 charge=0
C -5.853 -0.290 0.633 0.39 0.26 -0.35
S -4.920 0.274 -0.822 -0.14 -0.08 0.05
C -3.240 0.196 -0.265 -0.41 0.01 0.08
C -2.253 0.052 -1.235 0.00 0.03 0.06
C -0.926 -0.005 -0.869 -0.07 0.10 0.07
C -0.560 0.075 0.470 -0.23 0.12 0.20
C 0.904 0.030 0.856 0.02 0.01 -0.08
C 1.571 1.211 0.210 0.07 0.30 0.32
C 1.672 2.457 0.741 0.29 -0.33 -0.23
C 1.213 2.970 2.059 -0.10 0.01 -0.16
N 2.346 3.294 -0.128 0.23 0.06 0.11
N 2.479 2.583 -1.315 -0.16 0.35 -0.11
C 2.125 1.255 -1.137 -0.10 0.50 0.08
O 2.289 0.401 -1.986 0.08 -0.36 -0.31
C 1.524 -1.283 0.475 0.36 0.02 0.12
C 2.837 -1.577 0.282 -0.35 -0.17 -0.10
C 4.059 -0.744 0.429 -0.04 -0.06 -0.04
N 2.965 -2.873 -0.157 0.20 0.02 -0.34
N 1.718 -3.470 -0.020 0.18 -0.31 0.15
C 0.758 -2.501 0.250 0.26 -0.27 0.28
O -0.432 -2.740 0.314 -0.28 -0.09 -0.11
C -1.548 0.231 1.428 0.20 0.00 -0.07
C -2.883 0.295 1.070 -0.07 -0.01 -0.06
H -6.847 -0.539 0.274 -0.07 -0.02 0.01
H -5.920 0.502 1.374 -0.05 -0.05 0.11
H -5.371 -1.172 1.044 -0.05 -0.08 0.09
H -2.542 -0.024 -2.272 0.01 -0.06 -0.13
H -0.165 -0.134 -1.623 0.13 -0.04 -0.13
H 0.976 0.148 1.947 -0.10 0.04 -0.10
H 1.509 2.290 2.855 0.02 -0.01 0.05
H 1.638 3.951 2.256 0.02 0.06 0.08
H 0.126 3.044 2.072 -0.06 0.01 0.05
H 2.050 4.260 -0.218 -0.15 -0.22 -0.08
H 3.125 2.905 -2.019 0.07 -0.12 0.16
H 4.874 -1.332 0.848 0.07 0.00 0.07
H 4.369 -0.374 -0.547 0.02 0.03 -0.05
H 3.862 0.107 1.075 0.06 0.02 0.04
H 3.768 -3.434 0.096 -0.22 0.12 0.21
H 1.511 -4.289 -0.573 -0.01 0.21 -0.09
H -1.281 0.293 2.474 0.07 -0.02 0.11
H -3.631 0.417 1.838 -0.08 0.01 0.04

***

(6)
40
Properties=species:S:1:pos:R:3:forces:R:3 method="wB97M-V/def2-TZVPD" gap_ev=8.1 multiplicity=1 largest_force_ev_per_a=14.83 charge=0
O 1.551 1.206 1.590 2.48 -1.13 -5.08
C 2.080 0.987 0.382 -3.56 6.35 3.95
C 2.088 2.223 -0.720 -9.99 -3.38 6.73
S 0.765 3.550 0.035 5.46 0.15 -1.25
C -0.606 2.659 -0.003 -2.38 -0.96 1.53
C -1.708 3.250 0.512 -3.83 -8.57 -1.88
C -2.852 2.110 0.579 1.36 13.67 5.58
C -2.695 1.038 -0.014 -3.72 -4.76 -4.41
C -3.891 0.190 -0.071 0.61 -1.32 -0.44
C -5.263 0.471 -0.120 0.04 6.81 2.02
C -6.204 -0.417 0.012 -3.59 -4.36 -1.07
C -5.897 -1.923 -0.082 3.46 6.31 0.85
N -4.650 -2.272 -0.089 1.84 2.73 0.22
C -3.621 -1.096 -0.034 -0.15 -7.90 -2.07
N -1.655 0.762 -0.807 -0.61 -2.50 1.76
N -0.655 1.380 -0.417 5.07 1.35 -3.59
N 2.525 -0.122 -0.036 -1.79 -3.57 0.40
C 3.075 -0.584 -1.277 -1.36 -0.54 -0.05
C 4.396 -1.109 -0.924 0.91 -0.21 2.28
C 4.351 -2.334 0.153 5.92 -0.78 -11.77
C 3.678 -1.800 1.141 -7.74 -2.03 5.16
C 2.244 -1.300 0.824 7.26 6.53 5.09
H 1.609 1.833 -1.516 -1.27 -0.93 -2.96
H 2.936 2.543 -0.808 9.20 4.22 -1.21
H -1.797 4.042 1.084 -0.43 4.21 2.13
H -3.734 2.588 1.136 1.11 -1.76 -0.87
H -5.597 1.676 0.112 0.95 -3.41 -1.16
H -7.292 -0.123 0.025 1.36 -0.29 0.15
H -6.624 -2.557 0.185 -2.67 -2.73 0.15
H -2.619 -1.657 -0.266 -1.71 1.87 1.08
H 3.061 0.123 -2.079 0.19 0.86 -0.21
H 2.417 -1.415 -1.647 0.43 0.51 0.26
H 4.857 -1.330 -1.792 1.85 -1.47 -2.98
H 5.054 -0.362 -0.482 -0.30 0.53 0.14
H 5.483 -2.423 0.255 -1.55 -0.85 0.41
H 3.925 -3.069 -0.614 0.34 -0.07 2.03
H 3.523 -2.579 1.835 -0.51 -1.21 1.60
H 4.265 -1.207 1.665 2.15 3.84 2.34
H 1.813 -1.025 1.803 0.18 0.56 -0.76
H 1.659 -1.931 0.472 -5.00 -5.80 -4.12

***

Please write out number 6 again, unchanged.
40
Properties=species:S:1:pos:R:3:forces:R:3 method="wB97M-V/def2-TZVPD" gap_ev=8.1 multiplicity=1 largest_force_ev_per_a=14.83 charge=0
O 1.551 1.206 1.590 2.48 -1.13 -5.08
C 2.080 0.987 0.382 -3.56 6.35 3.95
C 2.088 2.223 -0.720 -9.99 -3.38 6.73
S 0.765 3.550 0.035 5.46 0.15 -1.25
C -0.606 2.659 -0.003 -2.38 -0.96 1.53
C -1.708 3.250 0.512 -3.83 -8.57 -1.88
C -2.852 2.110 0.579 1.36 13.67 5.58
C -2.695 1.038 -0.014 -3.72 -4.76 -4.41
C -3.891 0.190 -0.071 0.61 -1.32 -0.44
C -5.263 0.471 -0.120 0.04 6.81 2.02
C -6.204 -0.417 0.012 -3.59 -4.36 -1.07
C -5.897 -1.923 -0.082 3.46 6.31 0.85
N -4.650 -2.272 -0.089 1.84 2.73 0.22
C -3.621 -1.096 -0.034 -0.15 -7.90 -2.07
N -1.655 0.762 -0.807 -0.61 -2.50 1.76
N -0.655 1.380 -0.417 5.07 1.35 -3.59
N 2.525 -0.122 -0.036 -1.79 -3.57 0.40
C 3.075 -0.584 -1.277 -1.36 -0.54 -0.05
C 4.396 -1.109 -0.924 0.91 -0.21 2.28
C 4.351 -2.334 0.153 5.92 -0.78 -11.77
C 3.678 -1.800 1.141 -7.74 -2.03 5.16
C 2.244 -1.300 0.824 7.26 6.53 5.09
H 1.609 1.833 -1.516 -1.27 -0.93 -2.96
H 2.936 2.543 -0.808 9.20 4.22 -1.21
H -1.797 4.042 1.084 -0.43 4.21 2.13
H -3.734 2.588 1.136 1.11 -1.76 -0.87
H -5.597 1.676 0.112 0.95 -3.41 -1.16
H -7.292 -0.123 0.025 1.36 -0.29 0.15
H -6.624 -2.557 0.185 -2.67 -2.73 0.15
H -2.619 -1.657 -0.266 -1.71 1.87 1.08
H 3.061 0.123 -2.079 0.19 0.86 -0.21
H 2.417 -1.415 -1.647 0.43 0.51 0.26
H 4.857 -1.330 -1.792 1.85 -1.47 -2.98
H 5.054 -0.362 -0.482 -0.30 0.53 0.14
H 5.483 -2.423 0.255 -1.55 -0.85 0.41
H 3.925 -3.069 -0.614 0.34 -0.07 2.03
H 3.523 -2.579 1.835 -0.51 -1.21 1.60
H 4.265 -1.207 1.665 2.15 3.84 2.34
H 1.813 -1.025 1.803 0.18 0.56 -0.76
H 1.659 -1.931 0.472 -5.00 -5.80 -4.12